Molecular formula: C28H31N5O2RuSe
Method: DFT, ωB97M-V with the def2-TZVPD basis set

ORCA input file:
```
! RIJCOSX wB97M-V def2-TZVPD def2/J DEFGRID3
* xyz 2 1
Ru -0.048 0.061 0.189
C -1.241 -1.761 -1.805
N -0.954 -1.879 -0.349
C -2.187 -2.284 0.351
C 0.122 -2.879 -0.123
C 1.429 -2.307 -0.551
C 2.417 -3.076 -1.146
C 3.629 -2.492 -1.486
C 3.865 -1.149 -1.205
C 2.880 -0.382 -0.611
C 1.624 -0.936 -0.289
H -1.444 -2.752 -2.221
H -0.394 -1.323 -2.330
H -2.120 -1.138 -1.945
H -2.594 -3.188 -0.109
H -2.929 -1.492 0.277
H -1.974 -2.485 1.398
H -0.113 -3.816 -0.636
H 0.148 -3.086 0.950
H 2.247 -4.127 -1.346
H 4.389 -3.083 -1.980
H 4.820 -0.705 -1.457
H 3.085 0.657 -0.387
C -3.580 2.193 -1.653
C -2.348 1.546 -1.480
N -1.948 1.074 -0.310
C -2.796 1.204 0.742
C -4.038 1.825 0.666
C -4.421 2.346 -0.583
C -4.865 1.877 1.844
C -4.470 1.283 2.989
C -3.203 0.604 3.066
C -2.757 -0.077 4.213
C -1.537 -0.698 4.195
C -0.743 -0.623 3.047
N -1.135 0.017 1.949
C -2.367 0.607 1.956
H -3.846 2.561 -2.634
H -1.671 1.411 -2.310
H -5.376 2.843 -0.690
H -5.816 2.391 1.785
H -5.099 1.303 3.869
H -3.386 -0.115 5.094
H -1.168 -1.239 5.055
H 0.228 -1.092 3.010
C 3.605 3.330 0.807
N 4.056 2.123 1.505
C 5.376 1.788 1.679
C 5.404 0.625 2.368
N 4.101 0.262 2.596
C 3.684 -0.924 3.346
C 3.272 1.181 2.070
Se 1.405 1.166 2.227
H 4.220 4.165 1.134
H 2.567 3.505 1.052
H 3.706 3.195 -0.266
H 6.177 2.404 1.309
H 6.233 0.033 2.714
H 4.568 -1.520 3.551
H 2.980 -1.500 2.750
H 3.218 -0.626 4.282
C 1.040 2.187 -3.241
O 0.529 1.264 -2.239
C 0.751 1.585 -0.947
O 1.293 2.585 -0.585
H 2.009 1.827 -3.579
H 1.130 3.183 -2.820
H 0.326 2.168 -4.059
*
```

The max |F| comes out at 1.6 eV/Å. The energy above the lowest of the compared OMol25 structures with the same formula, charge and spin comes out at 44.2 kcal per mole. Its HOMO energy (alpha / beta) is -13.52 / -13.42 eV.